# 1
The following is a DFT calculation (wB97M-V/def2-TZVPD) of a structure of composition C21H17Cl3N6O2PtS9Sb.

```
60
Properties=species:S:1:pos:R:3:mulliken_charge:R:1
Pt -0.707 0.250 0.963 1.134
O -6.402 1.739 4.614 -0.588
C -5.398 1.448 4.022 0.444
S -3.801 2.105 4.404 -0.165
C -2.893 1.259 3.161 0.284
C -3.631 0.402 2.343 -0.242
S -3.009 -0.532 1.092 -0.079
S -5.353 0.307 2.666 0.009
S -1.244 1.551 3.042 -0.367
S 4.513 0.209 -0.667 -0.719
Sb 2.325 0.340 -1.363 0.341
S 1.328 1.423 0.600 -0.609
S 1.766 -2.174 -1.005 -0.140
S 1.310 -2.730 -2.837 -0.288
Cl -7.802 2.752 -3.024 -0.233
C -6.766 1.364 -3.174 0.357
C -5.977 0.976 -2.104 -1.116
C -5.162 -0.134 -2.244 0.446
C -5.121 -0.867 -3.427 -0.393
C -4.190 -2.058 -3.536 -0.512
C -2.804 -1.658 -4.054 -1.401
N -2.126 -0.753 -3.149 0.424
C -2.004 0.617 -3.255 -0.501
C -1.265 1.012 -2.184 -0.899
N -0.928 -0.091 -1.432 0.092
C -1.467 -1.124 -2.030 -0.515
O -3.956 -2.649 -2.281 0.033
C -5.043 -3.380 -1.740 -0.944
C -4.756 -3.649 -0.296 0.293
C -3.604 -4.184 0.201 0.737
Cl -2.239 -4.746 -0.674 -0.200
S -3.597 -4.266 1.911 -0.168
C -5.166 -3.597 1.993 -0.413
C -5.657 -3.316 0.757 -0.875
C -5.921 -0.438 -4.476 0.627
Cl -5.892 -1.278 -6.007 -0.225
C -6.749 0.668 -4.369 -0.769
H -5.994 1.533 -1.177 0.530
H -4.542 -0.449 -1.413 0.383
H -4.607 -2.787 -4.241 0.879
H -2.885 -1.189 -5.034 0.499
H -2.200 -2.561 -4.151 0.391
H -2.437 1.163 -4.076 0.465
H -0.921 1.995 -1.909 0.532
H -1.389 -2.149 -1.710 0.558
H -5.184 -4.309 -2.307 0.315
H -5.967 -2.795 -1.813 0.352
H -5.629 -3.414 2.949 0.450
H -6.620 -2.855 0.586 0.396
H -7.363 0.979 -5.201 0.447
N 3.974 -0.810 4.586 -0.426
C 3.095 -0.866 3.549 0.573
N 3.540 -0.585 2.338 -0.102
N 1.863 -1.252 3.843 -0.750
C 1.003 -1.361 2.875 0.663
N 0.207 -1.468 2.028 -0.600
H 4.783 -0.221 4.494 0.236
H 3.543 -0.845 5.494 0.254
H 4.483 -0.276 2.170 0.210
H 2.938 -0.500 1.529 -0.117
```

The calculation puts the orbital gap (spin up / spin down) at 5.89 / 4.74 eV. The value obtained for the relative energy (zero: lowest compared OMol25 entry of this formula, charge and spin) is 0.0 kcal per mole. For the HOMO energy (spin up / spin down), the calculation gives -3.99 / -4.26 eV. Its expectation value of S² is 6.029. The LUMO energy (spin up / spin down) is 0.0699 / 0.0173 Eh. The charge is -1. As for the multiplicity: 5.



# 2
The following is a DFT calculation (wB97M-V/def2-TZVPD) of a structure of composition C6H10O at a distorted geometry.

```
17
Properties=species:S:1:pos:R:3:mulliken_charge:R:1
C 1.410 1.561 0.464 -1.117
C 0.298 1.046 -0.430 -0.051
O 1.173 -0.597 -0.711 -0.518
C 0.187 -1.571 -0.929 -0.566
C -1.046 -1.072 -0.241 -0.085
C -0.957 -0.507 1.130 -0.683
C -1.003 0.444 -0.028 -0.107
H 2.305 1.507 -0.169 0.303
H 1.560 0.895 1.313 0.257
H 1.321 2.605 0.818 0.364
H 0.107 1.825 -1.221 0.373
H -0.028 -1.752 -2.001 0.292
H 0.357 -2.587 -0.500 0.301
H -1.953 -1.609 -0.511 0.391
H 0.006 -0.564 1.628 0.155
H -1.836 -0.575 1.754 0.310
H -1.921 0.948 -0.342 0.381
```

The calculation puts the orbital gap at 10.40 eV. The value obtained for the relative energy (zero: lowest compared OMol25 entry of this formula, charge and spin) is 57.0 kcal per mole. For the HOMO energy, the calculation gives -9.32 eV. The LUMO energy is 0.0396 Eh.



# 3
The following is a DFT calculation (wB97M-V/def2-TZVPD) of a structure of composition C7H9IS at a distorted geometry.

```
18
Properties=species:S:1:pos:R:3:mulliken_charge:R:1
C 0.184 -1.334 -0.642 -0.188
C 0.776 -0.143 -0.555 0.851
C -1.031 -1.684 0.110 -0.147
C 0.217 1.119 0.063 -0.662
C -0.703 1.038 1.294 -0.645
C -1.751 0.006 0.994 -0.806
C 2.148 -0.138 -1.202 -1.553
S -1.979 -2.993 0.162 -0.156
I -3.346 0.901 -0.251 0.053
H 0.634 -2.149 -1.194 0.277
H 1.044 1.711 0.454 0.329
H -0.134 1.728 -0.758 0.377
H -0.121 0.647 2.089 0.356
H -1.063 2.043 1.466 0.308
H -2.275 -0.283 1.929 0.528
H 2.929 0.021 -0.460 0.329
H 2.105 0.608 -1.921 0.355
H 2.368 -1.099 -1.579 0.395
```

The calculation puts the orbital gap (spin up / spin down) at 6.71 / 6.50 eV. For the HOMO energy (spin up / spin down), the calculation gives -6.39 / -9.09 eV. Its expectation value of S² is 2.030. The LUMO energy (spin up / spin down) is 0.0116 / -0.0951 Eh. As for the multiplicity: 3.



# 4
The following is a DFT calculation (wB97M-V/def2-TZVPD) of a cluster of 6 separate species, C39H24NO14 in total at a distorted geometry.

```
78
Properties=species:S:1:pos:R:3:mulliken_charge:R:1
O 0.675 5.758 -2.669 -0.603
C -0.174 4.777 -3.071 0.277
O -0.588 4.764 -4.496 -0.703
C -0.619 3.678 -1.937 0.590
C -2.192 3.166 -1.689 -0.397
C -2.595 2.054 -0.506 -0.438
C -1.403 1.440 0.493 -0.324
C 0.116 1.990 0.207 -0.096
C 0.544 3.056 -0.964 0.090
C 2.167 3.274 -0.889 0.340
O 3.010 4.043 -1.583 -0.516
N 2.746 2.367 0.217 -0.248
C 1.558 1.701 0.932 0.301
O 1.669 0.993 2.059 -0.678
H -3.071 3.607 -2.363 0.323
H -3.730 1.716 -0.364 0.340
H -1.607 0.683 1.364 0.344
H 3.316 3.013 0.827 0.293
C 1.536 2.539 4.691 0.060
C 2.439 3.192 5.430 -0.537
C 2.031 4.029 6.575 0.330
O 2.856 4.629 7.250 -0.577
C 0.588 4.115 6.874 -0.381
C -0.315 3.462 6.136 -0.414
C 0.093 2.625 4.990 0.246
O -0.732 2.025 4.315 -0.539
H 1.819 1.921 3.848 0.589
H 3.501 3.138 5.224 0.446
H 0.305 4.733 7.718 0.395
H -1.377 3.515 6.342 0.416
C -5.578 -2.061 -2.398 -0.284
C -5.259 -0.768 -2.287 -0.289
C -4.055 -0.218 -2.940 0.415
O -3.760 0.965 -2.838 -0.486
C -3.218 -1.151 -3.721 -0.443
C -3.538 -2.444 -3.832 -0.442
C -4.742 -2.994 -3.179 0.452
O -5.036 -4.177 -3.281 -0.650
H -6.458 -2.481 -1.925 0.394
H -5.862 -0.070 -1.719 0.422
H -2.339 -0.731 -4.194 0.470
H -2.934 -3.141 -4.400 0.427
C 1.997 -2.672 1.957 -0.299
C 2.494 -1.741 2.777 -0.084
C 3.172 -2.112 4.035 0.260
O 3.626 -1.260 4.787 -0.563
C 3.281 -3.550 4.350 -0.381
C 2.783 -4.481 3.530 -0.415
C 2.105 -4.110 2.272 0.288
O 1.651 -4.961 1.520 -0.569
H 1.496 -2.417 1.031 0.464
H 2.424 -0.682 2.560 0.562
H 3.782 -3.805 5.276 0.410
H 2.854 -5.540 3.748 0.402
C -4.848 -6.167 -0.999 0.002
C -4.570 -7.459 -1.199 -0.476
C -5.071 -8.501 -0.283 0.385
O -4.815 -9.684 -0.464 -0.564
C -5.893 -8.062 0.862 -0.387
C -6.172 -6.770 1.062 -0.357
C -5.671 -5.727 0.146 0.453
O -5.927 -4.545 0.327 -0.547
H -4.488 -5.389 -1.662 0.282
H -3.969 -7.797 -2.035 0.422
H -6.254 -8.839 1.524 0.398
H -6.773 -6.432 1.898 0.407
C 4.903 3.709 -3.944 -0.332
C 5.222 5.002 -3.833 -0.260
C 6.427 5.552 -4.486 0.356
O 6.721 6.735 -4.384 -0.565
C 7.263 4.619 -5.267 -0.382
C 6.944 3.326 -5.377 -0.358
C 5.739 2.776 -4.725 0.317
O 5.445 1.593 -4.827 -0.565
H 4.024 3.289 -3.471 0.497
H 4.619 5.700 -3.265 0.499
H 8.142 5.039 -5.740 0.392
H 7.547 2.629 -5.946 0.394
```

The calculation puts the orbital gap at 4.55 eV. For the HOMO energy, the calculation gives -4.95 eV. The LUMO energy is -0.0148 Eh. The charge is -1.



# 5
The following is a DFT calculation (wB97M-V/def2-TZVPD) of a cluster of 2 separate species, C10H16 in total at a distorted geometry.

```
26
Properties=species:S:1:pos:R:3:mulliken_charge:R:1
C -1.584 0.003 -3.251 -0.642
C -0.944 1.375 -2.944 -0.652
H -2.584 0.160 -3.633 0.301
H -0.997 -0.739 -3.771 0.284
H -1.756 -0.325 -2.201 0.085
H -0.256 1.361 -2.091 0.127
H -1.809 2.049 -2.665 0.218
H -0.522 1.995 -3.784 0.312
C 0.630 -2.007 0.776 -0.890
C 0.115 -2.763 1.984 -0.935
C 0.681 -0.508 1.011 0.373
C 1.737 0.078 1.750 -0.366
C -0.255 0.375 0.460 -0.199
C 1.862 1.425 1.978 -0.587
C -0.160 1.727 0.772 -0.385
C 0.914 2.311 1.397 -0.362
H 1.639 -2.333 0.476 0.377
H -0.041 -2.078 -0.099 0.306
H 0.044 -3.818 1.625 0.304
H 2.298 -0.673 2.376 0.228
H -1.224 -0.088 0.091 0.435
H 2.540 1.824 2.695 0.397
H -1.047 2.365 0.559 0.295
H 1.007 3.410 1.494 0.351
H -0.954 -2.492 2.087 0.281
H 0.667 -2.634 2.908 0.345
```

The calculation puts the orbital gap at 10.01 eV. The value obtained for the relative energy (zero: lowest compared OMol25 entry of this formula, charge and spin) is 26.9 kcal per mole. For the HOMO energy, the calculation gives -9.01 eV. Its structure (SMILES) is CCc1ccccc1.CC. The LUMO energy is 0.0369 Eh.



# 6
The following is a DFT calculation (wB97M-V/def2-TZVPD) of a cluster of 2 separate species, C2H3O3 in total at a distorted geometry.

```
8
Properties=species:S:1:pos:R:3:mulliken_charge:R:1
C -0.998 0.281 -3.212 0.742
C -0.095 0.301 -0.108 -0.426
O -1.221 -0.829 -2.993 -0.437
O -0.855 1.318 -3.681 -0.386
O -0.705 1.277 -0.818 -0.856
H 0.050 -0.528 -0.798 0.114
H -0.809 0.058 0.704 0.096
H 0.788 0.766 0.177 0.154
```

The calculation puts the orbital gap at 5.92 eV. The value obtained for the relative energy (zero: lowest compared OMol25 entry of this formula, charge and spin) is 38.9 kcal per mole. For the HOMO energy, the calculation gives -1.96 eV. The LUMO energy is 0.1454 Eh. The charge is -1.



# 7
The following is a DFT calculation (wB97M-V/def2-TZVPD) of a cluster of 2 separate species, C2H5NO in total at a distorted geometry.

```
9
Properties=species:S:1:pos:R:3:mulliken_charge:R:1
C 1.791 -0.595 1.222 -0.255
N 1.549 -1.725 0.716 -0.454
H 2.296 -0.454 2.180 0.252
H 1.740 0.266 0.554 0.223
H 1.967 -2.475 1.267 0.242
O -2.202 1.254 -1.422 -0.397
C -1.281 1.084 -0.678 0.015
H -0.385 0.485 -0.908 0.166
H -1.260 1.627 0.273 0.209
```

The calculation puts the orbital gap at 11.02 eV. The value obtained for the relative energy (zero: lowest compared OMol25 entry of this formula, charge and spin) is 60.5 kcal per mole. For the HOMO energy, the calculation gives -10.14 eV. Its structure (SMILES) is C=N.C=O. The LUMO energy is 0.0325 Eh.



# 8
The following is a DFT calculation (wB97M-V/def2-TZVPD) of a cluster of 2 separate species, CH5N3S in total at a distorted geometry.

```
10
Properties=species:S:1:pos:R:3:mulliken_charge:R:1
C 2.408 -0.250 -0.375 -0.703
N -1.531 0.331 0.387 0.536
N -0.630 -0.373 0.343 -0.425
N -2.782 0.394 0.138 -0.570
S 1.557 0.956 0.720 -0.171
H 3.084 -0.961 0.131 0.268
H 3.095 0.162 -1.183 0.272
H 1.630 -0.944 -0.834 0.248
H -3.396 -0.469 0.207 0.269
H -3.435 1.153 0.467 0.276
```

The calculation puts the orbital gap (spin up / spin down) at 8.19 / 7.16 eV. The value obtained for the relative energy (zero: lowest compared OMol25 entry of this formula, charge and spin) is 97.9 kcal per mole. For the HOMO energy (spin up / spin down), the calculation gives -8.31 / -7.89 eV. The LUMO energy (spin up / spin down) is -0.0045 / -0.0268 Eh.